A molecular structure, C2H9N2P in a non-equilibrium geometry. Source: OMol25; level of theory: the ωB97M-V functional and the def2-TZVPD basis.

Geometry as XYZ:
```
14
Properties=species:S:1:pos:R:3:forces:R:3
C 1.791174 -0.033803 0.247065 0.0 -1.4 -2.8
C -0.918291 -1.206617 -0.602908 2.8 -1.3 -0.9
N 0.721525 0.964859 0.125405 -2.1 -0.8 -1.8
N -0.827216 0.207851 -0.316879 2.9 1.8 0.5
P -2.031091 0.961144 0.542637 -1.3 0.0 1.5
H 1.867659 -0.645491 1.170285 -0.8 0.5 -0.6
H 1.911449 -0.686806 -0.727377 -0.8 0.4 1.9
H 2.748809 0.407249 0.118452 0.8 1.3 0.5
H -0.580946 -1.871594 0.234237 -0.9 0.5 -0.3
H -1.886519 -1.472009 -1.041713 0.0 0.2 0.6
H -0.159225 -1.538794 -1.420736 -1.2 1.0 1.0
H 0.830342 1.604153 -0.757140 0.0 -2.0 2.0
H -1.725033 2.321156 0.411434 0.3 0.1 -0.2
H -1.742635 0.988699 2.017236 0.2 -0.2 -1.3
```
Forces are in eV/Å.

- Kohn-Sham gap: 9.5 eV
- Total charge: 0
- Total energy: -532.3247 a.u.
- Multiplicity: 1
- Relative energy (zero: lowest compared OMol25 entry of this formula, charge and spin): 76.0 kcal per mole